No. 1
2
Properties=species:S:1:pos:R:3 method="wB97M-V/def2-TZVPD" de_lowest_ev=2.784 smiles="O=O" energy_ha=-150.19432 lumo_ev=-4.52 charge=0 homo_energy_ev=-12.1 gap_ev=7.6152
O 0.00000 0.00000 0.78261
O 0.00000 0.00000 -0.78261

---

No. 2
28
Properties=species:S:1:pos:R:3 method="wB97M-V/def2-TZVPD" de_lowest_ev=3.105 energy_ha=-793.42238 lumo_ev=2.93 charge=-1 homo_energy_ev=-5.1 gap_ev=8.0055
O -0.09043 -0.92517 -0.60325
C -0.28809 0.29367 -0.37374
N -0.69686 1.48289 -0.04059
B -1.35239 2.09835 -1.29404
O -0.60937 3.38471 -1.54912
C -2.92756 2.50854 -1.14314
C -3.74221 1.30389 -0.20467
C -5.10406 0.65488 -0.94899
O -5.13780 1.67436 0.27797
H -1.18721 1.35802 -2.22844
H -0.77785 3.89883 -0.71644
H -3.14406 3.50825 -0.63558
H -3.46962 2.36073 -2.14366
H -3.06599 0.55785 0.45650
H -5.47843 1.09332 -1.92691
H -5.07789 -0.44038 -0.64013
F 4.78413 -0.17267 -0.29552
C 4.15061 -1.11565 0.42035
C 4.89463 -2.02131 1.16156
C 4.23886 -2.99554 1.90743
C 2.84705 -3.05948 1.89505
C 2.10980 -2.14767 1.14301
C 2.76519 -1.16659 0.40558
H 5.97702 -1.96093 1.15223
H 4.81096 -3.70452 2.49715
H 2.33635 -3.82288 2.47412
H 1.02681 -2.20126 1.13105
H 2.20839 -0.44423 -0.17778

---

No. 3
54
Properties=species:S:1:pos:R:3 method="wB97M-V/def2-TZVPD" de_lowest_ev=0.284 spin_multiplicity=2 energy_ha=-1916.30287 lumo_ev="-1.36 / -1.43" charge=0 s_squared=1.052 homo_energy_ev="-7.7 / -7.9" gap_ev="6.3541 / 6.4603"
Ru 0.70181 0.02780 -0.58558
C -0.62224 -2.12404 4.74076
C 0.71665 -1.46240 4.42836
N 0.56954 -0.14094 3.86688
C 0.43498 0.10078 2.54055
S 0.94974 -1.15530 1.39613
N -0.01498 1.24623 2.13193
N 0.01410 1.49288 0.83650
C -0.43500 2.63958 0.30724
C -0.98771 3.73121 1.16906
C -0.35234 2.71661 -1.09352
C -0.68836 3.86054 -1.86148
C -0.66768 3.79943 -3.22438
C -0.31831 2.58687 -3.86092
C 0.03621 1.51316 -3.07679
N 0.06300 1.57021 -1.74867
H -0.46333 -3.11146 5.16320
H -1.21661 -2.22249 3.83667
H -1.18166 -1.52952 5.45790
H 1.27091 -2.06002 3.70468
H 1.31419 -1.37717 5.33949
H 0.15044 0.56244 4.45676
H -1.12928 3.33618 2.16988
H -1.93731 4.09160 0.77793
H -0.29180 4.56771 1.23028
H -0.96488 4.76274 -1.34055
H -0.92375 4.66272 -3.82111
H -0.32827 2.50426 -4.93411
H 0.31301 0.55793 -3.51901
C -1.85908 -3.66179 -0.20159
Si -2.35137 -1.81625 -0.47610
C -2.96894 -1.10090 1.19588
C -3.90442 -1.82919 -1.60679
O -1.15627 -1.04277 -1.13818
H -2.69015 -4.22608 0.20507
H -1.02347 -3.73137 0.48709
H -1.56200 -4.11509 -1.14109
H -3.73367 -1.73570 1.63340
H -3.39916 -0.11205 1.06115
H -2.16330 -1.00758 1.91936
H -4.65228 -2.47507 -1.16140
H -3.67888 -2.19871 -2.59919
H -4.32343 -0.83383 -1.69552
F 6.51024 -0.58337 -2.56866
C 5.20768 -0.52998 -2.20797
C 4.41361 0.48875 -2.70271
C 3.08828 0.55551 -2.30792
C 2.53698 -0.38864 -1.43330
C 3.36503 -1.42319 -0.98270
C 4.69759 -1.49559 -1.35814
H 4.83322 1.22020 -3.37644
H 2.48902 1.36733 -2.71064
H 2.97051 -2.19557 -0.33023
H 5.34315 -2.27659 -0.99146

---

No. 4
55
Properties=species:S:1:pos:R:3 method="wB97M-V/def2-TZVPD" de_lowest_ev=1.150 energy_ha=-4952.63595 lumo_ev="-0.98 / -0.98" charge=0 homo_energy_ev="-7.7 / -7.7" gap_ev="6.6811 / 6.6802"
Pt -0.67186 -1.32017 0.07650
O 0.06629 -5.87691 -0.71461
C -0.04269 -5.78932 -2.05264
C 0.07161 -6.97919 -2.77544
C -0.03313 -6.97503 -4.14920
C -0.25472 -5.78514 -4.84148
C -0.36385 -4.60782 -4.13453
C -0.25788 -4.58181 -2.73916
C -0.37448 -3.29410 -2.02445
O -0.33139 -3.29753 -0.72745
N -0.46654 -2.19107 -2.72655
N -0.58037 -1.08687 -1.89344
C -0.78770 0.03823 -2.47834
S -0.90095 0.16818 -4.21193
C -1.38341 1.91832 -4.17862
C -0.69805 2.58522 -3.00103
S -0.94999 1.51984 -1.55519
H -0.07526 -4.97565 -0.35182
H 0.23967 -7.89429 -2.22349
H 0.05578 -7.90779 -4.69206
H -0.34272 -5.78385 -5.91926
H -0.53457 -3.67055 -4.64630
H -2.46686 1.98934 -4.09141
H -1.07206 2.36204 -5.12369
H -1.13741 3.55392 -2.76929
H 0.36921 2.70829 -3.18063
Br -0.99282 5.63354 -0.45344
C -0.34965 4.98577 1.20878
C -1.18129 4.20737 1.99863
C -0.70482 3.70114 3.19592
C 0.59897 3.98339 3.59801
C 1.39396 4.82227 2.83114
C 0.93192 5.30980 1.61739
N 1.13938 3.55904 4.86521
N 1.01760 2.39768 5.28311
C 0.48901 1.37220 4.42945
C -0.51945 0.57850 4.91520
C -1.18732 -0.36094 4.11460
C -0.81732 -0.53117 2.79127
O -1.42568 -1.32708 1.95091
C 0.30790 0.21780 2.32569
N 0.69953 -0.06853 1.05614
C 1.79727 0.45462 0.56675
C 2.59341 1.32554 1.32965
C 2.19385 1.67292 2.59052
C 1.00152 1.13460 3.12785
H -2.19094 3.98976 1.67797
H -1.34928 3.08731 3.80807
H 2.38486 5.07789 3.18461
H 1.55787 5.94255 1.00385
H -0.83490 0.72764 5.94094
H -2.00045 -0.94917 4.51662
H 2.06021 0.18039 -0.44650
H 3.50831 1.71311 0.90491
H 2.80167 2.33577 3.19225

---

No. 5
35
Properties=species:S:1:pos:R:3 method="wB97M-V/def2-TZVPD" de_lowest_ev=1.956 energy_ha=-916.75053 lumo_ev=2.63 charge=-1 homo_energy_ev=-6.6 gap_ev=9.2416
O -2.28799 -1.56349 2.14376
H -1.75307 -1.02125 2.73497
H -1.66588 -1.79017 1.45502
O 2.84792 0.82820 2.34828
H 3.12989 1.75206 2.43367
H 3.71214 0.43549 2.52180
O -1.89144 1.36926 -3.16874
H -2.00737 0.60673 -2.57263
O 1.45570 -1.71782 1.40596
H 0.82418 -2.03809 0.71599
H 2.04467 -1.22333 0.83642
O 3.78721 2.10317 -0.77153
H 2.99746 1.92875 -0.23852
H 0.50160 -0.06905 2.09114
O -1.43183 0.30500 -0.59927
H -2.30455 0.05611 -0.28239
H -1.29100 0.99059 -3.81818
O -0.11600 -1.92421 -0.71698
H -0.45107 -2.75942 -0.37442
H -0.87918 -0.54464 -0.73584
O -0.22685 0.55846 1.96910
H -0.52308 0.30115 1.07137
H -0.72729 2.63585 -0.39623
O -1.53588 1.58526 4.25650
H -2.13500 1.17601 3.63789
H -0.81510 2.04360 3.84121
O -1.79748 -2.01377 -2.77295
H -1.09684 -1.84449 -2.07107
H -2.63556 -2.09506 -2.31431
O 1.15626 -1.61837 -4.37979
H 0.98479 -2.56575 -4.35904
H 0.89429 -1.36170 -3.48655
O -0.26474 2.96654 0.37766
H 3.35152 2.28754 -1.61449
H 0.14958 2.22084 0.83220

---

No. 6
53
Properties=species:S:1:pos:R:3 method="wB97M-V/def2-TZVPD" de_lowest_ev=0.000 spin_multiplicity=3 energy_ha=-1763.48217 lumo_ev="0.67 / -1.71" charge=0 s_squared=2.021 homo_energy_ev="-4.9 / -7.2" gap_ev="5.5319 / 5.5104"
C 3.01667 -2.53416 -2.50264
C 2.77326 -1.19105 -2.76060
C 1.90872 -0.45457 -1.92266
C 1.29968 -1.10380 -0.86792
C 1.57232 -2.43919 -0.57047
C 2.45232 -3.17009 -1.39895
C 1.69304 1.01548 -2.17751
C 0.25199 1.44952 -2.45814
N -0.82038 0.70676 -1.71657
Pd -0.05190 0.01147 0.23942
C 0.87210 -3.07105 0.60014
P -0.77701 -2.25279 0.62596
H 3.21401 -0.66195 -3.60971
H 2.62412 -4.22253 -1.16923
H 3.64572 -3.10970 -3.19664
H 1.32158 -2.79459 1.56566
H 0.76925 -4.16059 0.50075
H 2.08263 1.61449 -1.34313
H 2.26104 1.25966 -3.07880
H 0.14255 2.51211 -2.19789
C -1.56410 -2.79300 2.15891
C -1.60508 -3.32311 -0.62699
H 0.03696 1.32650 -3.53136
C -1.27266 -0.47385 -2.48649
C -1.98792 1.59223 -1.47664
H 0.21585 -0.57401 1.71661
H -1.71463 -0.11996 -3.42938
H -0.43907 -1.15127 -2.70447
H -2.03120 -1.01157 -1.90394
H -2.50594 1.80578 -2.42432
H -2.66278 1.07548 -0.77770
H -1.64848 2.53092 -1.01672
H -1.60578 -4.37520 -0.29580
H -2.64243 -2.97814 -0.72159
H -1.11830 -3.27251 -1.61247
H -1.66683 -3.88556 2.19808
H -0.98290 -2.43150 3.01544
H -2.55893 -2.33131 2.16266
H -1.27213 0.25564 1.27494
Cl 1.79905 1.02553 3.41565
C 0.60987 2.25556 3.26223
C 0.07216 2.84728 4.40701
C -0.86789 3.86941 4.28153
C -1.29567 4.26705 3.00413
C -0.77927 3.64999 1.86255
C 0.21778 2.65698 1.96108
C 0.74106 2.00965 0.75959
H 0.43200 2.48886 5.38508
H -1.26734 4.36664 5.19038
H -2.03118 5.09029 2.88059
H -1.10462 3.93080 0.84862
H 0.45103 2.56540 -0.13002
H 1.79766 1.70761 0.79174

---

No. 7
14
Properties=species:S:1:pos:R:3 method="wB97M-V/def2-TZVPD" de_lowest_ev=0.871 energy_ha=-589.03782 lumo_ev=-4.04 charge=+1 homo_energy_ev=-12.7 gap_ev=8.6324
C 2.60854 2.16117 0.36745
C -1.66137 -1.20638 -0.35920
N -2.35825 -2.33253 -0.56601
N -1.15965 -0.75222 0.81606
S 0.98551 1.76920 -0.38458
H 3.12093 2.98926 -0.17299
H 3.30242 1.22663 0.42300
H 2.35389 2.40155 1.41253
H -1.25324 -0.66538 -1.23899
H -2.66404 -2.99999 0.01031
H -2.49897 -2.69462 -1.51943
H -1.39231 -1.08226 1.75519
H 1.24578 1.05864 -1.40880
H -0.62925 0.12693 0.86547

---

No. 8
15
Properties=species:S:1:pos:R:3 method="wB97M-V/def2-TZVPD" de_lowest_ev=0.343 spin_multiplicity=3 energy_ha=-547.57653 lumo_ev="0.95 / -2.22" charge=0 s_squared=2.026 homo_energy_ev="-5.8 / -8.6" gap_ev="6.7426 / 6.3545"
C -1.02722 2.55580 0.39567
C 0.74256 -0.78913 0.28186
C -0.59015 1.70093 -0.50136
C -0.24711 -0.71942 -0.62256
C 1.53302 -2.06922 0.22818
N -1.07340 0.44449 -0.67518
I -2.90053 -0.05768 0.09945
H -0.73288 3.65932 0.47887
H -1.75128 2.08563 1.12739
H 1.09921 -0.05413 0.91532
H 0.14903 2.02523 -1.15454
H -0.53083 -1.61116 -1.26249
H 1.29628 -2.73475 1.10669
H 1.40564 -2.55615 -0.78262
H 2.62767 -1.87975 0.36532

---

No. 9
58
Properties=species:S:1:pos:R:3 method="wB97M-V/def2-TZVPD" de_lowest_ev=0.151 smiles="Cc1ccc(NC(=O)CCNC(=O)N2C[C@H]3C[C@@H](C2)c2cccc(=O)n2C3)c(C)c1" energy_ha=-1338.08583 lumo_ev=0.38 charge=0 homo_energy_ev=-7.8 gap_ev=8.1693
C -6.05342 -2.31056 -0.42831
C -4.98438 -1.28063 -0.21536
C -4.94007 -0.13085 -0.99137
C -3.96003 0.82163 -0.79007
C -3.00194 0.64637 0.20156
N -1.96285 1.56607 0.38842
C -1.91884 2.86636 0.01788
O -2.84460 3.51585 -0.41884
C -0.51960 3.45371 0.21244
C 0.46580 2.79382 -0.77264
N 1.71298 2.36091 -0.17152
C 1.74071 1.29536 0.66752
O 0.71412 0.75898 1.06447
N 2.97705 0.85587 1.08911
C 4.19939 1.04528 0.33986
C 4.45642 -0.12934 -0.62059
C 4.52314 -1.43573 0.16510
C 3.18884 -1.58959 0.88649
C 2.99697 -0.38447 1.83661
C 2.03020 -1.58718 -0.07328
C 0.86434 -2.22483 0.24184
C -0.27219 -2.03963 -0.56545
C -0.21087 -1.21661 -1.64169
C 1.00863 -0.57203 -2.02503
O 1.15482 0.15856 -2.99552
N 2.11334 -0.82630 -1.19138
C 3.36182 -0.25337 -1.67318
C -3.04271 -0.49509 1.01315
C -2.05798 -0.68163 2.12882
C -4.03094 -1.43819 0.78172
H -6.96466 -2.01796 0.09476
H -6.29169 -2.40643 -1.48557
H -5.74206 -3.28070 -0.04749
H -5.67614 0.01938 -1.76780
H -3.93198 1.71094 -1.39763
H -1.10555 1.18064 0.77999
H -0.56930 4.53094 0.05777
H -0.19601 3.25983 1.23591
H 0.71532 3.47822 -1.58281
H 0.00194 1.90892 -1.21837
H 2.50170 2.97924 -0.23482
H 4.17469 1.97778 -0.22261
H 5.02411 1.10721 1.05965
H 5.40317 0.05686 -1.13666
H 5.34069 -1.41075 0.88834
H 4.69165 -2.27650 -0.51072
H 3.16709 -2.50826 1.47766
H 2.05062 -0.47177 2.37112
H 3.82088 -0.34391 2.55516
H 0.81087 -2.82914 1.13217
H -1.19850 -2.52753 -0.30284
H -1.07253 -1.01675 -2.25831
H 3.11243 0.71978 -2.10926
H 3.71589 -0.88730 -2.49632
H -1.03321 -0.66174 1.76180
H -2.16457 0.11963 2.86019
H -2.22915 -1.63058 2.63167
H -4.06381 -2.32279 1.40431

---

No. 10
45
Properties=species:S:1:pos:R:3 method="wB97M-V/def2-TZVPD" energy_ha=-6911.45460 lumo_ev=-2.26 charge=0 homo_energy_ev=-4.3 gap_ev=2.0738
N -0.50294 -0.21931 -4.78068
C -1.91931 0.06848 -4.46713
C -2.39503 -0.52774 -3.11055
C -1.71298 -1.86124 -2.72244
C -1.21263 -1.86058 -1.22595
C 0.32710 -2.04324 -1.17296
N 1.03029 -1.21122 -0.10476
C 0.27052 -1.23611 1.19569
C 1.10560 -0.85844 2.45234
C 0.44816 0.21670 3.32805
F 1.15083 0.25574 4.48895
Br 0.50129 2.00137 2.57500
C -1.03747 -0.12959 3.70843
F -1.24398 -1.45502 3.73404
F -1.90846 0.42284 2.84124
Br -1.46865 0.68238 5.43624
S 1.56040 0.40948 -0.69415
O 2.24026 0.16239 -1.92395
O 2.48086 1.02096 0.19760
C 0.20289 1.65571 -1.09450
F 0.74397 2.83629 -0.89847
F -0.14831 1.62509 -2.35724
F -0.86055 1.57809 -0.32620
H -0.41384 -0.55453 -5.73355
H 0.05952 0.62369 -4.73481
H -2.00359 1.16499 -4.36714
H -2.54561 -0.20517 -5.32528
H -2.32367 0.25848 -2.34680
H -3.47420 -0.72502 -3.22008
H -2.48580 -2.64353 -2.77680
H -0.91739 -2.17438 -3.40811
H -1.58459 -0.93529 -0.77158
H -1.68167 -2.72363 -0.73618
H 0.51198 -3.08162 -0.85442
H 0.80226 -1.93723 -2.15420
H 1.90194 -1.73225 0.08167
H -0.65762 -0.65554 1.17950
H -0.03444 -2.28450 1.32764
H 1.16555 -1.74807 3.10088
H 2.15366 -0.60891 2.23285
C 2.75334 3.71365 4.70184
O 1.86300 4.58879 5.15581
H 3.01119 3.77763 3.60778
H 3.76931 3.72486 5.17085
H 2.47878 2.62455 4.79153

---

No. 11
114
Properties=species:S:1:pos:R:3 method="wB97M-V/def2-TZVPD" de_lowest_ev=1.821 spin_multiplicity=4 energy_ha=-6999.93229 lumo_ev="-0.56 / -0.57" charge=0 s_squared=3.792 homo_energy_ev="-6.8 / -6.9" gap_ev="6.1936 / 6.3139"
Cr 0.25932 0.39500 0.17590
Br -3.99151 6.42662 -2.45785
C -3.16069 4.75856 -2.11299
C -3.63539 3.60137 -2.77361
C -3.05867 2.39109 -2.54980
C -1.95983 2.22066 -1.63145
O -1.43781 1.09002 -1.44086
C -1.49655 3.41303 -0.98495
C -0.34402 3.44837 -0.16812
N 0.39509 2.48309 0.30423
C 1.58769 2.88048 0.95671
C 1.79231 4.07263 1.60492
C 3.06684 4.41989 2.09107
C 4.12920 3.58133 1.92282
C 3.93416 2.31659 1.32521
C 4.97813 1.37582 1.17147
C 4.69199 0.14333 0.68038
C 3.35836 -0.17464 0.35632
N 2.36996 0.68675 0.42089
C 2.64978 1.94716 0.89009
C -2.11323 4.66520 -1.25538
H -4.46926 3.68959 -3.45856
H -3.43805 1.50167 -3.03685
H -0.00827 4.46174 0.04857
H 0.97296 4.76119 1.75939
H 3.19530 5.36882 2.59447
H 5.11731 3.85020 2.27354
H 5.98327 1.64554 1.47247
H 5.44638 -0.62323 0.57372
H 3.12017 -1.18391 0.06304
H -1.73269 5.55307 -0.76387
C -4.69886 0.91236 0.01702
C -3.85732 -0.35820 0.22383
C -3.71556 -1.13718 -1.07866
P -2.21396 -0.06263 1.08608
C -2.95004 0.93217 2.48514
C -2.05391 1.97698 3.14312
C -3.82112 0.21605 3.51630
C -1.81716 -1.82374 1.34442
C -2.68945 -2.65940 2.03871
C -2.69409 -4.03850 1.90350
C -3.64075 -4.90129 2.69346
C -1.83562 -4.56388 0.94519
C -0.94870 -3.76461 0.24925
C -0.83595 -2.38166 0.48497
N 0.10924 -1.58708 -0.16960
C 1.20982 -2.18794 -0.81213
C 1.84338 -3.36340 -0.37756
C 2.98576 -3.84737 -0.99196
C 3.56467 -3.20852 -2.08310
C 4.81330 -3.72947 -2.74135
C 2.94367 -2.04840 -2.52537
C 1.80638 -1.53456 -1.91353
P 1.02736 0.03489 -2.36517
C -0.03091 -0.54047 -3.77417
C -1.00152 -1.63868 -3.35490
C -0.76076 0.59134 -4.48921
C 2.23184 1.14494 -3.27454
C 3.50971 1.47041 -2.50283
C 2.60380 0.78562 -4.71828
H -5.41815 1.05523 0.82538
H -5.26518 0.84446 -0.91318
H -4.10062 1.82123 -0.04977
H -4.38608 -1.00128 0.93464
H -3.17074 -0.53664 -1.80504
H -4.70643 -1.34914 -1.48793
H -3.19455 -2.08569 -0.94470
H -3.63403 1.51970 1.86730
H -1.54823 1.59521 4.01873
H -2.67745 2.81448 3.46935
H -1.29319 2.35320 2.46042
H -3.23208 -0.40945 4.18831
H -4.58873 -0.40820 3.05740
H -4.33279 0.96095 4.13113
H -3.42110 -2.20803 2.69876
H -3.52038 -4.74472 3.76695
H -3.46796 -5.95828 2.49128
H -4.68189 -4.68240 2.44599
H -1.86104 -5.62628 0.72712
H -0.33560 -4.22960 -0.50760
H 1.46233 -3.88957 0.48258
H 3.44277 -4.74942 -0.59927
H 4.98357 -4.77592 -2.48927
H 5.69601 -3.16761 -2.42635
H 4.74901 -3.65237 -3.82766
H 3.36867 -1.52289 -3.37148
H 0.69546 -0.99036 -4.45903
H -1.72435 -1.25154 -2.64268
H -0.49027 -2.48491 -2.89662
H -1.53884 -2.00388 -4.23374
H -1.58767 0.94704 -3.88176
H -1.16708 0.22662 -5.43604
H -0.12167 1.44740 -4.71244
H 1.64157 2.06884 -3.31949
H 4.09838 0.57283 -2.30623
H 3.31174 1.96931 -1.55758
H 4.12678 2.14252 -3.10348
H 3.28647 -0.06315 -4.76637
H 3.12798 1.63662 -5.15972
H 1.74919 0.56805 -5.35384
C -0.26710 -1.01367 4.19050
C 0.82181 -0.29218 3.37728
O 0.33043 0.20491 2.19809
C 1.97084 -1.33557 3.22660
F 2.11504 -2.11927 4.31060
F 3.18038 -0.77411 3.01579
F 1.72941 -2.15218 2.20035
C 1.40584 0.83701 4.28049
F 0.44359 1.61551 4.80134
F 2.08554 0.32778 5.32977
F 2.24587 1.65359 3.63216
H -0.50008 -1.96285 3.71250
H -1.15827 -0.39979 4.18102
H 0.03739 -1.19633 5.21987